Model a:
Below is a molecular structure, C32H35ClFIrN4O5S, with properties calculated with ωB97M-V/def2-TZVPD.

LUMO energy (alpha / beta)   -3.31 / -3.31 eV
<S²>   0.77

```
! RIJCOSX wB97M-V def2-TZVPD def2/J DEFGRID3
* xyz 1 2
Ir -0.04061 0.47360 0.08117
O -1.24879 0.92666 1.76609
N -1.37124 0.09104 2.79338
C -1.86023 0.58407 3.95310
C -2.00238 -0.21345 5.05189
C -1.65827 -1.56690 4.95301
C -1.18284 -2.04715 3.75852
C -1.01880 -1.19057 2.65775
S -0.33283 -1.70625 1.17464
H -2.11315 1.63293 3.92191
H -2.37157 0.21554 5.97163
H -1.75880 -2.22377 5.80655
H -0.90546 -3.08440 3.62662
F 4.12970 -3.48087 4.06135
C 4.39555 -2.19093 3.74033
C 3.59710 -1.58864 2.81071
C 3.81967 -0.26838 2.43959
C 2.93707 0.36475 1.44703
O 2.13988 -0.30931 0.79825
C 3.10836 1.77735 1.29386
C 4.17126 2.38730 1.86508
N 5.06375 1.77226 2.69725
C 6.20963 2.49373 3.19838
C 6.25800 2.91690 4.64055
C 6.06989 3.93594 3.55869
C 4.86074 0.44376 3.04217
C 5.67207 -0.19792 3.98333
C 5.46856 -1.51972 4.34183
N 6.32804 -2.09778 5.32472
C 7.76810 -1.93102 5.13548
C 8.41003 -1.74667 6.51741
N 7.50912 -2.40490 7.52446
C 7.03501 -3.72450 6.99181
C 6.04197 -3.43412 5.85302
C 2.08853 2.63740 0.57971
O 2.47130 3.66041 0.04737
O 0.84957 2.25418 0.71667
H 2.79193 -2.14069 2.33786
H 4.34418 3.43322 1.65037
H 7.14258 2.18174 2.74277
H 7.21194 2.87914 5.15086
H 5.40413 2.68468 5.26388
H 6.88736 4.59901 3.31715
H 5.09403 4.39206 3.46982
H 6.46512 0.36375 4.45643
H 7.97726 -1.06479 4.51918
H 8.19427 -2.80300 4.62357
H 8.50287 -0.69697 6.78671
H 9.39069 -2.21446 6.56777
H 6.68433 -1.81068 7.63001
H 7.96893 -2.49617 8.42805
H 6.56573 -4.29666 7.78680
H 7.91112 -4.26703 6.64492
H 5.02476 -3.45018 6.23408
H 6.13308 -4.22178 5.10208
Cl -4.08256 1.47373 0.20772
C -3.54202 1.18933 -1.41336
C -3.87868 2.10567 -2.38528
C -3.52020 1.87847 -3.70963
C -2.81212 0.73558 -4.04996
C -2.45011 -0.16296 -3.06826
C -2.79260 0.03270 -1.71646
C -2.42942 -0.94913 -0.75419
H -4.43887 2.98919 -2.11004
H -3.80070 2.59561 -4.47107
H -2.54156 0.55053 -5.08110
H -1.88795 -1.05459 -3.31961
H -1.93429 -1.85025 -1.08713
H -2.82536 -0.92847 0.24855
C 0.68216 1.96184 -3.84958
C 0.60785 2.12849 -2.33679
C -0.12587 3.41285 -1.97547
O -0.00259 0.96483 -1.76849
H 1.43713 2.63853 -4.25284
H -0.28075 2.20016 -4.30626
H 0.94532 0.93535 -4.11033
H 1.63438 2.22467 -1.96883
H -1.10668 3.42999 -2.46097
H 0.45865 4.27063 -2.31330
H -0.25583 3.48652 -0.90003
*
```



Model b:
Below is a molecular structure, C32H35ClFIrN4O5S, with properties calculated with ωB97M-V/def2-TZVPD.

LUMO energy (alpha / beta)   -3.30 / -3.30 eV
<S²>   0.75

```
! RIJCOSX wB97M-V def2-TZVPD def2/J DEFGRID3
* xyz 1 2
Ir -0.14128 -0.73620 -0.46162
O -0.12691 -2.23414 0.86835
N -0.43426 -3.44252 0.35318
C 0.00627 -4.49092 1.08002
C -0.30489 -5.77115 0.72571
C -1.08846 -5.97507 -0.41418
C -1.51062 -4.89560 -1.14533
C -1.17613 -3.58397 -0.77216
S -1.65589 -2.20357 -1.67666
H 0.59950 -4.21165 1.93664
H 0.06144 -6.59183 1.32309
H -1.35206 -6.97687 -0.72441
H -2.10544 -5.01830 -2.03857
F -1.49196 5.03232 -3.79306
C -0.79937 3.95820 -4.25517
C -0.59970 2.90316 -3.41623
C 0.15607 1.81110 -3.84675
C 0.39169 0.69881 -2.93124
O -0.12370 0.80079 -1.79210
C 1.21499 -0.35488 -3.40573
C 1.67215 -0.28307 -4.69062
N 1.44821 0.73012 -5.54935
C 1.96950 0.67088 -6.89819
C 3.34265 0.12721 -7.12335
C 3.08711 1.59685 -7.28598
C 0.68676 1.81459 -5.14052
C 0.43399 2.89387 -5.99399
C -0.29413 3.98910 -5.56321
N -0.48079 5.07324 -6.45433
C -1.64225 5.93459 -6.41379
C -1.40442 7.23912 -5.66004
N -0.17712 7.91064 -6.22889
C 1.02362 6.99938 -6.20042
C 0.68563 5.73977 -6.98962
C 1.76729 -1.53315 -2.61076
O 2.60525 -2.22623 -3.15758
O 1.36337 -1.70716 -1.39826
H -0.99391 2.91489 -2.40831
H 2.29266 -1.09362 -5.04652
H 1.21198 0.45175 -7.64125
H 3.49142 -0.47836 -8.00482
H 3.91806 -0.17778 -6.26089
H 3.07297 2.01913 -8.28133
H 3.47418 2.24296 -6.50902
H 0.79856 2.87651 -7.01072
H -2.49081 5.41965 -5.97293
H -1.91914 6.17537 -7.44883
H -1.19964 7.06679 -4.60732
H -2.23854 7.93054 -5.76708
H 0.01893 8.76864 -5.71296
H -0.36064 8.18610 -7.19679
H 1.21896 6.77158 -5.15290
H 1.86644 7.54450 -6.62218
H 1.54693 5.07667 -6.97220
H 0.50564 6.00870 -8.03842
Cl 2.14689 2.92603 -0.97174
C 3.11605 1.47077 -0.76870
C 4.36081 1.46925 -1.38310
C 5.19359 0.37527 -1.23620
C 4.77461 -0.69934 -0.46193
C 3.53379 -0.67313 0.14314
C 2.65584 0.40746 0.00856
C 1.30334 0.34531 0.63280
H 4.66958 2.33128 -1.95920
H 6.16333 0.36604 -1.71547
H 5.41493 -1.56279 -0.33990
H 3.19828 -1.52246 0.72546
H 0.90816 1.34702 0.80244
H 1.37136 -0.13437 1.61183
C -3.78370 0.51126 0.61149
C -2.44893 0.93875 0.02681
C -2.10804 2.39007 0.32716
O -1.44689 0.11388 0.60195
H -4.58766 1.15375 0.24694
H -3.74756 0.57778 1.69966
H -4.00226 -0.51949 0.33358
H -2.46766 0.78892 -1.06008
H -2.05898 2.54672 1.40568
H -2.86827 3.05694 -0.08641
H -1.13517 2.64758 -0.09717
*
```



model b wins, 453.7 kJ/mol ahead of the next structure.